Below is a structure of composition C25H46AlBeBr2CaCsF4N5NaO8 at a distorted geometry, with properties calculated with ωB97M-V/def2-TZVPD.

Each line ends with the Mulliken charge.
Positions of all 95 atoms, in Å:
C (5.73, 0.20, 2.65)  -0.72
O (4.97, 1.43, 2.68)  -0.48
C (4.24, 1.60, 1.43)  -1.34
C (2.73, 1.78, 1.73)  0.48
C (2.29, 3.22, 1.40)  0.93
C (2.07, 3.47, -0.09)  -1.58
C (0.88, 2.71, -0.73)  -0.09
C (-0.42, 3.16, 0.00)  -0.83
N (-1.11, 2.08, 0.72)  0.69
N (-1.26, 0.92, 0.17)  0.06
N (-1.92, 0.15, 1.00)  -0.45
C (-2.23, 0.86, 2.08)  0.05
O (-2.86, 0.37, 3.11)  -0.40
C (-3.99, 1.09, 3.70)  -0.13
C (-5.27, 1.17, 2.88)  -0.09
C (-5.28, 2.32, 1.88)  -1.74
C (-5.73, -0.17, 2.27)  0.54
C (-5.75, -1.29, 3.33)  -1.74
C (-5.03, -0.61, 0.98)  -1.61
N (-1.70, 2.10, 1.92)  0.42
C (-1.73, 3.26, 2.82)  -0.45
C (-1.06, 2.97, 4.18)  -0.68
O (-1.53, 3.87, 5.15)  -0.52
H (5.89, -0.10, 3.68)  0.30
H (6.67, 0.38, 2.13)  0.35
H (5.17, -0.59, 2.15)  0.26
H (4.42, 0.78, 0.74)  0.09
H (4.62, 2.52, 0.95)  0.81
H (2.16, 1.08, 1.12)  0.05
H (2.55, 1.60, 2.79)  0.39
H (1.40, 3.52, 1.96)  -0.22
H (3.09, 3.92, 1.72)  -0.40
H (2.97, 3.25, -0.68)  0.40
H (1.86, 4.53, -0.24)  0.50
H (0.78, 3.08, -1.75)  0.28
H (1.01, 1.64, -0.80)  0.17
H (-1.14, 3.54, -0.72)  0.24
H (-0.17, 3.99, 0.65)  0.59
H (-4.21, 0.53, 4.61)  0.41
H (-3.71, 2.09, 4.03)  -0.05
H (-6.04, 1.43, 3.61)  0.58
H (-5.04, 3.26, 2.39)  0.39
H (-4.54, 2.20, 1.09)  0.25
H (-6.26, 2.45, 1.43)  0.44
H (-6.78, -0.01, 2.00)  0.66
H (-6.05, -0.82, 4.27)  0.43
H (-6.55, -1.98, 3.08)  0.53
H (-4.79, -1.79, 3.41)  0.28
H (-4.17, -1.23, 1.22)  0.33
H (-4.71, 0.21, 0.35)  0.33
H (-5.70, -1.26, 0.41)  0.52
H (-2.76, 3.58, 2.92)  0.30
H (-1.22, 4.11, 2.37)  0.37
H (0.00, 3.22, 4.07)  0.32
H (-1.15, 1.92, 4.47)  0.38
H (-2.43, 3.64, 5.41)  0.37
C (3.34, -2.75, -2.75)  -0.46
C (3.81, -3.10, -1.36)  -0.26
O (4.20, -1.84, -0.83)  -0.33
C (3.53, -0.87, -1.52)  0.22
O (3.50, 0.27, -1.22)  -0.40
O (2.89, -1.41, -2.60)  0.00
H (2.52, -3.39, -3.11)  0.34
H (4.15, -2.77, -3.48)  0.23
H (3.01, -3.50, -0.73)  0.32
H (4.64, -3.81, -1.37)  0.28
N (-1.16, -2.34, -3.05)  0.52
C (-1.84, -1.94, -1.88)  -0.36
C (-2.99, -2.68, -1.79)  -0.12
C (-3.02, -3.56, -2.90)  -0.83
C (-1.89, -3.33, -3.65)  -0.50
H (-0.25, -1.95, -3.40)  -0.18
H (-1.45, -1.18, -1.22)  0.37
H (-3.72, -2.60, -1.01)  0.42
H (-3.79, -4.28, -3.13)  0.43
H (-1.55, -3.79, -4.56)  0.46
Br (-0.62, -0.10, -2.81)  -0.12
Na (2.05, -4.82, -1.25)  0.89
F (5.63, -8.65, -2.21)  -0.13
Al (5.81, -6.97, -2.78)  0.38
F (5.74, -6.94, -4.43)  -0.30
F (7.21, -6.35, -2.18)  -0.30
F (4.49, -6.08, -2.15)  -0.27
O (1.83, 1.47, -7.68)  -0.56
C (0.97, 1.00, -6.87)  0.03
C (1.44, 1.35, -5.36)  -0.45
O (0.57, 0.82, -4.49)  -1.13
H (0.81, -0.11, -6.88)  0.14
H (-0.08, 1.39, -6.95)  0.27
H (1.58, 2.43, -5.34)  0.39
H (2.49, 0.99, -5.28)  0.39
Ca (5.16, 3.75, 2.69)  0.49
Cs (0.89, -1.10, -4.57)  1.05
Br (4.45, -10.16, -1.59)  0.12
Be (-5.61, -2.45, 5.56)  -0.03

Charge = +2
2S+1 = 1
Frontier orbital gap = 1.0 eV
Largest force on an atom = 15.42 eV/A


Below is the molecule C8H10O3 at a distorted geometry, with properties calculated with ωB97M-V/def2-TZVPD.

Each line ends with the Mulliken charge.
Positions of all 21 atoms, in Å:
C (-2.54, 1.28, -0.90)  -0.77
C (-1.31, 0.36, -1.46)  0.74
C (-0.35, 0.07, -0.58)  -0.30
C (-0.06, 0.91, 0.68)  0.39
C (0.99, 0.61, 1.74)  -0.65
C (1.68, -0.81, 1.60)  -0.55
C (1.82, -1.03, 0.00)  -0.69
C (0.50, -1.02, -0.84)  0.70
H (-3.11, 1.49, -2.02)  0.26
H (-3.03, 0.43, -0.09)  0.22
H (-2.39, 2.41, -0.21)  0.28
H (-0.81, -1.32, -2.19)  0.49
H (0.47, 0.94, 2.71)  0.35
H (1.84, 1.33, 1.67)  0.28
H (2.66, -1.15, 2.10)  0.33
H (0.91, -1.65, 1.85)  0.26
H (2.45, -0.27, -0.54)  0.33
H (2.18, -2.16, -0.15)  0.28
O (-1.43, -0.37, -2.52)  -0.62
O (-0.80, 1.92, 0.84)  -0.62
O (0.32, -1.98, -1.69)  -0.72

SMILES string = CC(O)=C1C(=O)CCCC1=O
Charge = 0
2S+1 = 1
Frontier orbital gap = 9.6 eV
Largest force on an atom = 5.00 eV/A


Below is a structure of composition C23H37O2Pb at a distorted geometry, with properties calculated with ωB97M-V/def2-TZVPD.

Each line ends with the Mulliken charge.
Positions of all 63 atoms, in Å:
O (0.29, 2.77, -1.83)  -0.51
C (0.51, 3.73, -2.91)  -0.38
C (-0.97, 4.12, -2.98)  -0.99
H (0.89, 3.25, -3.83)  0.25
H (1.17, 4.56, -2.60)  0.27
C (-1.13, 3.13, -1.79)  2.05
H (-1.49, 3.80, -3.89)  0.30
H (-1.19, 5.17, -2.74)  0.34
C (-1.97, 1.89, -2.03)  -1.44
H (-1.84, 1.52, -3.06)  0.41
H (-3.03, 2.10, -1.86)  0.43
H (-1.66, 1.08, -1.34)  -0.08
C (-1.55, 3.83, -0.52)  -1.23
H (-0.94, 4.72, -0.35)  0.51
H (-1.49, 3.16, 0.34)  -0.48
H (-2.59, 4.16, -0.63)  0.48
Pb (-0.39, -1.89, -0.13)  1.03
C (0.75, 2.44, 3.57)  -0.88
C (1.63, 1.32, 3.48)  -0.34
C (1.91, 1.09, 2.11)  -0.92
H (2.02, 0.75, 4.33)  0.49
C (1.19, 2.05, 1.34)  -0.18
C (0.48, 2.89, 2.25)  -0.44
H (-0.13, 3.74, 1.98)  0.61
H (0.36, 2.88, 4.48)  0.46
H (2.58, 0.33, 1.71)  0.61
H (1.21, 2.15, 0.26)  0.71
C (-1.83, 0.13, 3.43)  -0.51
C (-2.29, 1.23, 2.67)  -0.75
C (-2.82, 0.74, 1.45)  -0.35
H (-2.26, 2.27, 2.97)  0.56
C (-2.71, -0.68, 1.47)  -0.89
C (-2.10, -1.05, 2.70)  -0.38
H (-1.92, -2.07, 3.05)  0.60
H (-1.36, 0.19, 4.41)  0.49
H (-3.27, 1.33, 0.65)  0.56
H (-3.12, -1.37, 0.72)  0.73
O (0.50, -1.89, -2.24)  -0.39
C (-0.15, -1.03, -3.25)  0.01
C (0.30, -1.53, -4.62)  -0.61
H (0.17, 0.01, -3.03)  0.07
H (-1.24, -1.11, -3.13)  0.26
C (1.36, -2.61, -4.38)  -0.54
H (0.70, -0.70, -5.22)  0.31
H (-0.55, -1.94, -5.17)  0.28
C (1.48, -2.78, -2.86)  -0.49
H (2.32, -2.32, -4.80)  0.27
H (1.07, -3.56, -4.83)  0.26
H (2.46, -2.48, -2.50)  0.30
H (1.25, -3.81, -2.55)  0.32
C (2.73, -3.87, 2.66)  -1.53
C (1.35, -3.71, 2.01)  0.86
C (0.27, -3.95, 3.06)  -1.31
C (1.28, -2.31, 1.37)  -1.27
H (2.85, -3.10, 3.44)  0.30
H (3.52, -3.74, 1.92)  0.39
H (2.84, -4.86, 3.13)  0.42
H (1.24, -4.47, 1.21)  0.21
H (0.22, -3.11, 3.78)  0.27
H (-0.73, -4.08, 2.61)  0.27
H (0.47, -4.86, 3.64)  0.46
H (2.15, -2.10, 0.74)  0.64
H (1.21, -1.54, 2.14)  0.06

Charge = +1
2S+1 = 1
Frontier orbital gap (alpha / beta) = 5.6 / 6.0 eV
Largest force on an atom = 3.13 eV/A


Below is a structure of composition C72H55AsBaN5O4S at a distorted geometry, with properties calculated with ωB97M-V/def2-TZVPD.

Each line ends with the Mulliken charge.
Positions of all 139 atoms, in Å:
Ba (-0.17, -0.50, -0.12)  2.97
C (-2.27, -5.00, 6.21)  -0.42
C (-3.28, -4.51, 5.40)  -0.85
C (-2.97, -3.74, 4.29)  -0.26
C (-1.64, -3.44, 3.97)  0.24
C (-0.64, -3.92, 4.81)  -0.18
C (-0.95, -4.70, 5.92)  -0.75
C (-1.33, -2.67, 2.73)  0.99
C (-0.54, -3.30, 1.75)  0.61
C (-0.01, -4.65, 1.85)  -1.87
C (0.66, -4.89, 0.70)  -1.62
C (0.51, -3.70, -0.12)  0.48
N (-0.21, -2.77, 0.56)  0.04
C (0.87, -3.65, -1.48)  1.45
C (0.43, -2.69, -2.42)  0.88
C (0.64, -2.78, -3.85)  -1.40
C (-0.11, -1.81, -4.42)  -1.74
C (-0.77, -1.11, -3.34)  0.48
C (-1.70, -0.07, -3.50)  0.72
C (-2.16, 0.19, -4.90)  -0.45
C (-2.99, -0.74, -5.52)  0.07
C (-3.48, -0.52, -6.80)  -0.88
C (-3.14, 0.64, -7.48)  -0.38
C (-2.30, 1.57, -6.88)  -1.01
C (-1.82, 1.35, -5.59)  0.15
C (-2.34, 0.66, -2.49)  0.48
N (-2.13, 0.53, -1.15)  0.17
C (-3.00, 1.35, -0.52)  0.41
C (-3.20, 1.42, 0.87)  0.61
C (-4.10, 2.51, 1.35)  0.06
C (-3.81, 3.84, 1.04)  0.08
C (-4.62, 4.87, 1.48)  -1.01
C (-5.74, 4.60, 2.24)  -0.59
C (-6.06, 3.28, 2.54)  -0.98
C (-5.25, 2.25, 2.09)  0.15
C (-2.73, 0.48, 1.82)  1.36
C (-3.04, 0.46, 3.23)  -1.17
C (-2.58, -0.71, 3.72)  -1.78
C (-1.93, -1.40, 2.61)  -0.15
N (-2.01, -0.63, 1.50)  -0.99
C (-3.79, 2.07, -1.50)  -1.60
C (-3.39, 1.63, -2.72)  -2.07
N (-0.39, -1.64, -2.15)  -0.81
C (1.53, -4.86, -2.04)  -0.90
C (0.78, -5.74, -2.82)  -0.02
C (1.35, -6.90, -3.33)  -0.91
C (2.68, -7.20, -3.08)  -0.49
C (3.43, -6.34, -2.29)  -1.01
C (2.86, -5.19, -1.77)  -0.18
H (-2.52, -5.62, 7.06)  0.37
H (-4.32, -4.73, 5.62)  0.38
H (-3.76, -3.36, 3.64)  0.48
H (0.39, -3.67, 4.60)  0.51
H (-0.16, -5.07, 6.56)  0.38
H (-0.16, -5.34, 2.67)  0.52
H (1.17, -5.79, 0.41)  0.51
H (1.27, -3.51, -4.34)  0.71
H (-0.23, -1.60, -5.47)  0.55
H (-3.25, -1.65, -4.99)  0.46
H (-4.13, -1.24, -7.27)  0.38
H (-3.52, 0.82, -8.48)  0.38
H (-2.03, 2.48, -7.41)  0.40
H (-1.18, 2.08, -5.12)  0.74
H (-2.93, 4.06, 0.44)  0.59
H (-4.37, 5.90, 1.23)  0.43
H (-6.37, 5.41, 2.60)  0.42
H (-6.95, 3.06, 3.11)  0.41
H (-5.52, 1.22, 2.30)  0.53
H (-3.54, 1.23, 3.80)  0.73
H (-2.64, -1.08, 4.73)  0.62
H (-4.58, 2.78, -1.29)  0.54
H (-3.78, 1.91, -3.68)  0.44
H (-0.26, -5.51, -3.01)  0.50
H (0.74, -7.57, -3.93)  0.40
H (3.13, -8.09, -3.50)  0.38
H (4.47, -6.55, -2.09)  0.42
H (3.44, -4.53, -1.14)  0.85
C (5.59, 2.46, 1.39)  -0.68
C (5.02, 2.98, 0.23)  -0.85
C (4.17, 2.20, -0.53)  -0.59
C (3.86, 0.89, -0.17)  0.67
C (4.36, 0.42, 1.05)  -0.07
C (5.24, 1.19, 1.81)  -1.21
As (2.67, -0.24, -1.25)  2.30
C (2.87, 0.78, -2.92)  -0.70
C (1.74, 1.30, -3.53)  0.27
C (1.84, 2.04, -4.70)  -0.42
C (3.09, 2.28, -5.27)  -0.73
C (4.23, 1.77, -4.65)  -0.91
C (4.11, 1.03, -3.49)  -0.15
C (3.99, -1.64, -1.73)  0.30
C (4.80, -2.25, -0.77)  -0.45
C (5.77, -3.18, -1.13)  -0.82
C (5.91, -3.56, -2.46)  -0.59
C (5.06, -3.03, -3.41)  -0.87
C (4.11, -2.08, -3.05)  -0.12
H (6.28, 3.06, 1.97)  0.37
H (5.24, 3.99, -0.08)  0.41
H (3.72, 2.63, -1.42)  0.38
H (4.03, -0.53, 1.44)  0.42
H (5.63, 0.79, 2.73)  0.40
H (0.76, 1.12, -3.10)  0.19
H (0.96, 2.44, -5.18)  0.31
H (3.17, 2.86, -6.18)  0.38
H (5.20, 1.95, -5.08)  0.40
H (5.01, 0.64, -3.02)  0.49
H (4.69, -1.99, 0.27)  0.27
H (6.40, -3.62, -0.37)  0.38
H (6.66, -4.28, -2.74)  0.42
H (5.13, -3.34, -4.44)  0.43
H (3.45, -1.68, -3.81)  0.48
C (-4.14, 4.24, 5.71)  -1.46
C (-2.88, 4.46, 4.91)  0.16
C (-1.91, 5.37, 5.32)  -0.88
C (-0.78, 5.60, 4.55)  -0.71
C (-0.61, 4.91, 3.36)  0.03
C (-1.55, 3.98, 2.95)  -1.22
C (-2.67, 3.75, 3.73)  0.98
S (0.77, 5.33, 2.31)  1.37
O (0.23, 6.04, 1.18)  -0.76
O (1.74, 5.97, 3.15)  -0.76
N (1.38, 3.94, 1.77)  0.22
C (2.01, 3.01, 2.71)  -0.70
C (1.18, 1.73, 2.85)  -0.45
C (1.16, 0.94, 1.54)  1.52
O (0.81, 1.55, 0.50)  -1.01
O (1.44, -0.27, 1.58)  -0.75
H (-4.07, 4.71, 6.69)  0.42
H (-4.33, 3.18, 5.84)  0.28
H (-4.99, 4.67, 5.19)  0.24
H (-2.05, 5.92, 6.24)  0.36
H (-0.01, 6.30, 4.86)  0.59
H (-1.41, 3.42, 2.03)  0.41
H (-3.41, 3.02, 3.40)  0.40
H (0.91, 3.49, 0.99)  0.08
H (2.10, 3.51, 3.68)  0.60
H (3.02, 2.78, 2.36)  -0.30
H (0.15, 1.99, 3.09)  -0.24
H (1.57, 1.10, 3.64)  0.52

Charge = -1
2S+1 = 1
Frontier orbital gap = 5.6 eV
Largest force on an atom = 3.06 eV/A


Below is the ion C11H18N3 with charge +1 at a distorted geometry, with properties calculated with ωB97M-V/def2-TZVPD.

Each line ends with the Mulliken charge.
Positions of all 32 atoms, in Å:
C (4.20, 0.25, 0.50)  -0.37
C (3.84, -0.89, -0.26)  -0.56
C (3.31, 1.19, 0.95)  -0.66
C (2.48, -1.09, -0.55)  -0.67
C (1.90, 0.92, 0.88)  -0.23
C (1.53, -0.09, -0.10)  0.44
C (-2.00, 0.52, -1.03)  -0.79
C (0.24, -0.18, -0.62)  0.42
C (-0.11, 2.16, -0.70)  -1.30
C (-2.68, 0.60, 1.30)  -1.08
C (-2.28, -2.56, -0.40)  -0.93
N (-0.61, 0.85, -0.70)  0.24
N (-2.56, -0.26, 0.11)  0.18
N (-1.77, -1.49, 0.38)  -0.44
H (5.22, 0.42, 0.58)  0.45
H (4.57, -1.66, -0.57)  0.38
H (3.58, 2.15, 1.52)  0.31
H (2.16, -1.90, -1.09)  0.52
H (1.13, 1.58, 1.35)  0.50
H (-2.70, 1.43, -1.17)  0.42
H (-2.04, -0.02, -1.96)  0.30
H (-0.32, -1.15, -0.87)  0.19
H (0.00, 2.53, 0.28)  0.48
H (0.83, 2.26, -1.15)  0.49
H (-0.88, 2.73, -1.12)  0.36
H (-3.49, 0.22, 1.83)  0.38
H (-1.78, 0.44, 1.90)  0.35
H (-2.85, 1.58, 1.15)  0.39
H (-2.38, -2.43, -1.50)  0.29
H (-1.50, -3.33, -0.23)  0.35
H (-3.22, -2.95, -0.01)  0.33
H (-1.81, -1.83, 1.32)  0.27

SMILES string = CNN(C)C/[N+](C)=C/c1ccccc1
Charge = +1
2S+1 = 1
Frontier orbital gap = 7.5 eV
Largest force on an atom = 4.13 eV/A


Below is the molecule C2H3N3O, with properties calculated with ωB97M-V/def2-TZVPD.

Each line ends with the Mulliken charge.
Positions of all 9 atoms, in Å:
C (1.03, -0.57, -0.03)  0.07
C (-1.39, 0.23, -0.04)  0.07
H (1.47, 1.39, 0.13)  0.29
H (2.07, -0.80, -0.26)  0.33
H (-2.42, 0.43, -0.32)  0.37
N (0.74, 0.72, 0.36)  -0.10
N (0.17, -1.51, -0.09)  -0.35
N (-0.53, 1.16, -0.08)  -0.45
O (-1.15, -1.05, 0.34)  -0.24

SMILES string = C1=NNC=NO1
Charge = 0
2S+1 = 1
Frontier orbital gap = 9.8 eV
Largest force on an atom = 0.77 eV/A


Number 1: DFT total energy -8519.47065 Ha. Number 2: DFT total energy -536.41416 Ha. Number 3: DFT total energy -1241.43777 Ha. Number 4: DFT total energy -6011.01296 Ha. Number 5: DFT total energy -593.84526 Ha. Number 6: DFT total energy -317.41941 Ha.